[1]
A cluster of 2 separate species, C6H9N4S in total at a distorted geometry. Source: the OMol25 dataset; level of theory: ωB97M-V/def2-TZVPD.

Properties
- Charge: +1
- Spin multiplicity: 1
- Relative energy (zero: lowest compared OMol25 entry of this formula, charge and spin): 643.42 kJ/mol
- Largest force on an atom: 5.38 eV Å⁻¹
- Frontier orbital gap (spin up / spin down): 7.223 / 7.222 eV
- HOMO (spin up / spin down): -11.8883 / -11.8875 eV
- Energy: -23150.567 eV

Last column: Löwdin charge in e.
Cartesian coordinates (Å):
C 0.8920 -1.3701 0.8479  -0.097
C -0.2556 0.4360 -0.4047  -0.024
C 0.8186 -2.5683 1.4615  -0.323
C -0.1432 -0.8693 -0.0739  -0.211
C -0.9182 -1.8724 -0.8043  -0.013
C -1.5134 -0.2257 -2.1919  0.219
N -0.9530 -3.0958 -0.4121  -0.317
N -1.0114 0.7638 -1.5733  -0.239
N -1.1698 2.0456 -1.8393  0.131
N 1.2450 1.9479 1.7831  -0.014
S -0.3044 -3.7574 0.8405  1.046
H 1.7009 -0.7221 1.2403  0.118
H 0.2490 1.2472 0.1395  0.079
H 1.6526 -2.8329 2.1274  0.099
H -1.9731 -0.4282 -3.0838  0.075
H -0.3070 2.6170 -1.5933  0.170
H -1.7216 2.2511 -2.7034  0.161
H 1.8753 2.7793 1.7351  0.050
H 1.5988 1.4394 2.6081  0.037
H 0.2387 2.2148 1.8967  0.053

[2]
An isolated molecule of C5H6O. Source: the OMol25 dataset; level of theory: ωB97M-V/def2-TZVPD.

Properties
- Spin multiplicity: 1
- Relative energy (zero: lowest compared OMol25 entry of this formula, charge and spin): 590.46 kJ/mol
- Largest force on an atom: 0.54 eV Å⁻¹
- Frontier orbital gap: 9.540 eV
- HOMO: -8.7266 eV
- Energy: -7323.165 eV

Last column: Löwdin charge in e.
Cartesian coordinates (Å):
C 2.6833 -0.6619 0.2210  0.118
C 1.5616 -0.6411 -0.2148  -0.138
C 0.1832 -0.5938 -0.7057  -0.163
C -0.7527 0.0748 0.2876  -0.310
C -1.9099 1.4974 -0.0486  0.062
O -2.0658 0.1129 -0.2288  -0.176
H 3.6828 -0.6858 0.5967  0.028
H -0.1937 -1.6048 -0.8972  0.133
H 0.1228 -0.0416 -1.6500  0.136
H -0.7228 -0.3084 1.3105  0.149
H -0.4069 1.1846 0.2983  0.121
H -2.1816 1.6677 1.0310  0.042

[3]
An isolated molecule of C4H14BN3 at a distorted geometry. Source: the OMol25 dataset; level of theory: ωB97M-V/def2-TZVPD.

Properties
- Spin multiplicity: 3
- Largest force on an atom: 5.89 eV Å⁻¹
- Frontier orbital gap (spin up / spin down): 3.430 / 5.556 eV
- HOMO (spin up / spin down): -2.5919 / -9.1370 eV
- Energy: -9517.167 eV

Last column: Löwdin spin population.
Cartesian coordinates (Å):
B 0.0027 -0.4874 0.1112  0.400
C -2.5117 -0.6447 -0.3869  0.036
C -1.5229 1.3270 0.7291  0.078
C 2.5028 -0.3343 0.4337  0.208
C 1.4646 1.3754 -0.8632  0.116
N 0.0751 -2.0625 0.0165  0.051
N -1.3184 0.0089 0.0696  0.171
N 1.2630 0.1969 -0.0606  0.552
H -3.1684 0.0879 -0.9894  0.009
H -2.3223 -1.5619 -1.0877  0.005
H -3.2134 -1.1022 0.4491  0.020
H -0.5154 1.5529 1.0700  0.037
H -1.8242 2.1889 0.0541  0.011
H -2.2392 1.1341 1.5408  0.020
H 3.1784 0.2778 -0.2189  0.011
H 2.6181 -0.3100 1.5327  0.101
H 2.6030 -1.4703 0.0765  0.051
H 2.2373 1.1169 -1.5387  0.025
H 0.4918 1.6020 -1.3245  0.009
H 1.6329 2.2206 -0.3059  0.050
H -0.4546 -2.6285 0.6977  0.020
H 1.0209 -2.4875 -0.0054  0.017

[4]
A structure of composition C43H51N3O5P2SSeSiW. Source: the OMol25 dataset; level of theory: ωB97M-V/def2-TZVPD.

Properties
- Charge: +2
- Spin multiplicity: 3
- Largest force on an atom: 0.51 eV Å⁻¹
- Frontier orbital gap (spin up / spin down): 7.065 / 6.806 eV
- HOMO (spin up / spin down): -13.1186 / -13.3610 eV
- Energy: -164577.569 eV

Last column: Löwdin spin population.
Cartesian coordinates (Å):
W 0.6235 0.1618 -1.0744  1.580
C -0.0187 1.2225 2.2941  0.015
C 0.0515 -0.2994 2.3359  0.006
P 1.3560 -0.8454 1.1915  0.034
C 2.9049 -0.2612 1.9203  0.009
C 3.1537 -0.5288 3.2694  0.001
C 4.3410 -0.1215 3.8495  0.001
C 5.2953 0.5430 3.0870  0.000
C 5.0613 0.7951 1.7453  0.000
C 3.8667 0.3955 1.1607  0.002
C 1.4578 -2.6443 1.2754  0.005
C 0.4897 -3.4162 1.9094  0.000
C 0.5963 -4.8016 1.8891  0.001
C 1.6549 -5.4131 1.2352  0.000
C 2.6288 -4.6414 0.6119  0.000
C 2.5354 -3.2610 0.6369  0.002
P -0.0878 1.9057 0.5767  0.069
C -1.7008 2.7122 0.3861  0.010
C -2.7816 2.4538 1.2261  0.002
C -3.9930 3.0978 1.0186  0.000
C -4.1308 3.9988 -0.0258  0.001
C -3.0549 4.2627 -0.8640  0.000
C -1.8436 3.6256 -0.6599  0.001
C 1.0844 3.2887 0.5745  0.007
C 0.7497 4.4133 1.3346  -0.001
C 1.6315 5.4758 1.4251  0.001
C 2.8476 5.4296 0.7546  0.001
C 3.1806 4.3188 -0.0039  0.001
C 2.3022 3.2478 -0.0922  0.007
H 0.8718 1.6639 2.7495  0.001
H -0.8765 1.5857 2.8580  0.000
H -0.8953 -0.7603 2.0422  0.001
H 0.2764 -0.6449 3.3471  0.000
H 2.4318 -1.0701 3.8688  0.000
H 4.5294 -0.3288 4.8935  0.000
H 6.2249 0.8556 3.5426  0.000
H 5.8086 1.3019 1.1499  0.000
H 3.6930 0.5888 0.1112  0.000
H -0.3549 -2.9597 2.4071  0.000
H -0.1495 -5.4037 2.3914  0.000
H 1.7285 -6.4914 1.2170  0.000
H 3.4628 -5.1186 0.1159  0.000
H 3.3099 -2.6609 0.1691  0.000
H -2.7082 1.7409 2.0362  0.000
H -4.8264 2.8947 1.6771  0.000
H -5.0746 4.5026 -0.1824  0.000
H -3.1546 4.9735 -1.6724  0.000
H -1.0055 3.8576 -1.3045  0.000
H -0.2032 4.4679 1.8463  0.000
H 1.3677 6.3427 2.0146  0.000
H 3.5322 6.2637 0.8230  0.000
H 4.1257 4.2831 -0.5286  0.000
H 2.5801 2.3870 -0.6879  0.005
Se -0.8329 0.7156 -2.9489  0.010
C -0.4580 2.4968 -3.5482  0.021
C 0.7665 3.1180 -3.3443  0.002
C 0.9452 4.4305 -3.7547  0.002
C -0.0907 5.1135 -4.3791  -0.004
C -1.3055 4.4804 -4.5984  0.002
C -1.4961 3.1702 -4.1815  -0.001
H 1.5866 2.5902 -2.8696  0.003
H 1.8966 4.9179 -3.5884  0.000
H 0.0531 6.1348 -4.7036  0.000
H -2.1097 5.0053 -5.0953  0.000
H -2.4486 2.6833 -4.3431  0.000
C 3.0680 0.7173 -4.4940  0.000
Si 3.2922 -0.3962 -3.0346  0.012
C 2.5990 -2.0997 -3.3158  0.005
C 5.0341 -0.4247 -2.4071  0.002
O 2.3373 0.2489 -1.7333  0.085
H 3.6683 0.3220 -5.3160  0.000
H 3.4100 1.7345 -4.3005  0.000
H 2.0310 0.7610 -4.8315  0.000
H 3.1316 -2.6072 -4.1209  0.001
H 1.5460 -2.0531 -3.6117  0.001
H 2.6919 -2.7271 -2.4256  0.000
H 5.6943 -0.8164 -3.1822  0.000
H 5.1472 -1.0588 -1.5267  0.000
H 5.3886 0.5763 -2.1558  0.000
C -6.0031 -3.2812 4.1339  0.000
C -4.5492 -3.5217 3.7658  0.000
S -4.0453 -2.6593 2.2866  0.000
O -4.9570 -1.5822 1.9896  0.000
O -2.6341 -2.3355 2.3979  0.000
C -4.2063 -3.8628 0.9764  0.000
C -4.0255 -3.2269 -0.3968  0.001
N -2.6490 -2.7756 -0.6557  0.007
C -2.2257 -1.4996 -0.5626  0.020
N -0.9132 -1.4241 -0.8373  0.039
C -0.4996 -2.6945 -1.1659  0.017
C -1.5602 -3.5228 -1.0571  0.002
N -1.5414 -4.9459 -1.2612  0.000
O -0.5174 -5.4001 -1.7126  -0.001
O -2.5397 -5.5717 -0.9576  0.000
C -3.1081 -0.3474 -0.2721  0.004
H -6.2727 -3.9443 4.9540  0.000
H -6.6698 -3.4854 3.2973  0.000
H -6.1616 -2.2529 4.4481  0.000
H -4.3391 -4.5781 3.5886  0.000
H -3.8511 -3.1718 4.5270  0.000
H -5.2155 -4.2711 1.0426  0.000
H -3.4878 -4.6607 1.1499  0.000
H -4.6682 -2.3555 -0.4950  0.000
H -4.2933 -3.9478 -1.1648  0.000
H 0.5090 -2.9503 -1.4437  0.004
H -4.0011 -0.3820 -0.8967  0.000
H -2.5832 0.5745 -0.5076  0.002
H -3.4324 -0.3424 0.7677  0.001

[5]
An isolated molecule of C4H8N2O3 at a distorted geometry. Source: the OMol25 dataset; level of theory: ωB97M-V/def2-TZVPD.

Properties
- Spin multiplicity: 1
- Relative energy (zero: lowest compared OMol25 entry of this formula, charge and spin): 93.62 kJ/mol
- Largest force on an atom: 3.26 eV Å⁻¹
- Frontier orbital gap: 10.502 eV
- HOMO: -10.2479 eV
- Energy: -13400.718 eV
- SMILES: NC(=O)C[C@H](N)C(=O)O

Last column: Löwdin charge in e.
Cartesian coordinates (Å):
C -0.6696 0.0755 0.7287  -0.289
C -1.2108 1.0882 -0.2894  -0.500
C 0.7391 0.4092 0.9316  -0.120
C 1.6735 0.3722 -0.2179  -0.507
H -1.5089 -1.8212 1.1111  0.133
H -0.3101 -1.8184 -0.0047  0.073
H -1.0468 0.2139 1.7800  0.167
H 0.7418 1.4682 1.3432  0.161
H 1.1343 -0.2376 1.8006  0.166
H 0.3591 -0.7695 -1.4838  0.087
H 1.9369 -0.3891 -2.0896  0.110
H -1.9014 -0.4646 -0.9403  0.066
N -1.1512 -1.3012 0.2452  0.035
N 1.3343 -0.4888 -1.2815  0.160
O -1.0469 2.2875 -0.1388  0.106
O 2.7741 0.9058 -0.2062  0.061
O -1.8473 0.4697 -1.2882  0.090

[6]
A cluster of 2 separate species, C2Cl2N2O2 in total at a distorted geometry. Source: the OMol25 dataset; level of theory: ωB97M-V/def2-TZVPD.

Properties
- Spin multiplicity: 1
- Relative energy (zero: lowest compared OMol25 entry of this formula, charge and spin): 414.80 kJ/mol
- Largest force on an atom: 5.19 eV Å⁻¹
- Frontier orbital gap (spin up / spin down): 7.616 / 7.598 eV
- HOMO (spin up / spin down): -11.2062 / -11.1917 eV
- Energy: -34186.294 eV

Last column: Löwdin charge in e.
Cartesian coordinates (Å):
C 1.6529 0.9575 -0.1916  -0.180
C -0.7041 0.3088 -0.0252  -1.049
N 2.7492 1.2238 -0.0607  -0.018
N -0.4602 -1.1205 0.1390  -0.491
O -0.5661 -1.5540 1.2549  0.085
O -0.1819 -1.7367 -0.8572  0.082
Cl -1.2945 1.1379 1.3282  0.800
Cl -1.1953 0.7831 -1.5874  0.771

[7]
A cluster of 2 separate species, CH7NS2 in total at a distorted geometry. Source: the OMol25 dataset; level of theory: ωB97M-V/def2-TZVPD.

Properties
- Spin multiplicity: 1
- Relative energy (zero: lowest compared OMol25 entry of this formula, charge and spin): 66.49 kJ/mol
- Largest force on an atom: 1.76 eV Å⁻¹
- Frontier orbital gap: 9.588 eV
- HOMO: -9.3347 eV
- Energy: -24310.526 eV
- SMILES: CSS.N

Last column: Löwdin charge in e.
Cartesian coordinates (Å):
N -2.1807 1.4667 0.1347  -0.019
H -3.1148 1.0104 0.1210  0.019
H -1.4757 0.9692 0.7329  0.003
H -2.0064 1.2888 -0.8667  -0.002
C 0.9395 0.0069 -0.7377  -0.467
S 0.3280 -1.4165 0.2351  0.331
S 2.1481 -2.3127 0.9060  0.262
H 1.1756 -0.4212 -1.6745  0.006
H 0.1716 0.7015 -1.0004  -0.007
H 1.6668 0.4541 -0.0271  0.041
H 2.3479 -1.7471 2.1769  -0.167

[8]
An isolated molecule of C2H5OP at a distorted geometry. Source: the OMol25 dataset; level of theory: ωB97M-V/def2-TZVPD.

Properties
- Spin multiplicity: 1
- Relative energy (zero: lowest compared OMol25 entry of this formula, charge and spin): 195.96 kJ/mol
- Largest force on an atom: 4.27 eV Å⁻¹
- Frontier orbital gap: 9.492 eV
- HOMO: -8.7882 eV
- Energy: -13488.844 eV
- SMILES: [H]/P=C/OC

Last column: Löwdin charge in e.
Cartesian coordinates (Å):
C -0.8374 -0.3921 -0.2288  -0.555
C 1.2807 0.4641 0.4817  -0.169
O 0.0347 0.0110 0.7718  -0.220
P -2.4762 -0.5131 0.0135  0.822
H -0.4223 -0.6211 -1.1202  0.012
H 1.4143 1.5156 0.6909  0.070
H 1.7275 0.4336 -0.5652  0.108
H 2.0232 -0.0429 1.2214  0.118
H -2.7445 -0.8551 -1.2652  -0.186

[9]
A cluster of 4 separate species, C10H27BrNO12PS3 in total. Source: the OMol25 dataset; level of theory: ωB97M-V/def2-TZVPD.

Properties
- Spin multiplicity: 1
- Relative energy (zero: lowest compared OMol25 entry of this formula, charge and spin): 0.00 kJ/mol
- Largest force on an atom: 0.62 eV Å⁻¹
- Frontier orbital gap: 10.015 eV
- HOMO: -9.6935 eV
- Energy: -148705.634 eV
- SMILES: CCOS(C)(=O)=O.CCOS(C)(=O)=O.CCOS(C)(=O)=O.O=C(O)NP(O)Br

Last column: Löwdin charge in e.
Cartesian coordinates (Å):
O -3.9684 4.8400 2.4092  0.110
C -3.5143 4.7133 1.3166  -0.643
O -2.4723 3.9012 1.0684  0.091
N -3.9806 5.3599 0.1084  -0.183
P -5.6217 5.1124 -0.3679  0.524
O -5.6346 3.5504 0.0967  -0.360
Br -6.8414 6.1348 1.2539  0.209
H -2.1602 4.0376 0.1602  0.133
H -3.8229 6.3642 0.1826  0.091
H -6.5154 3.2511 0.3659  0.060
O -2.7629 0.3330 -1.8781  -0.272
S -2.2835 0.1857 -0.5371  0.563
O -0.9747 0.6662 -0.2050  -0.284
O -2.4199 -1.3330 -0.1051  -0.261
C -1.8276 -2.3326 -0.9728  -0.239
C -0.3198 -2.3936 -0.8648  -0.064
C -3.4323 0.8729 0.5931  -0.115
H -2.1542 -2.1475 -1.9970  0.114
H -2.2738 -3.2691 -0.6460  0.123
H 0.1439 -1.4799 -1.2347  0.072
H 0.0590 -3.2323 -1.4494  0.059
H -0.0142 -2.5253 0.1730  0.089
H -4.4290 0.5100 0.3586  0.079
H -3.3739 1.9492 0.4652  0.035
H -3.1412 0.6022 1.6048  0.085
O 1.5433 -5.2131 -2.0807  -0.285
S 2.2899 -5.4528 -3.2795  0.562
O 2.0253 -6.6272 -4.0496  -0.271
O 3.8362 -5.3734 -2.9359  -0.264
C 4.3252 -6.1931 -1.8468  -0.246
C 4.4375 -7.6577 -2.2138  -0.072
C 2.2180 -4.0415 -4.3248  -0.119
H 3.6866 -6.0413 -0.9758  0.114
H 5.3042 -5.7768 -1.6199  0.122
H 3.4604 -8.1020 -2.3944  0.072
H 4.9157 -8.1993 -1.3974  0.082
H 5.0339 -7.7817 -3.1174  0.085
H 2.4408 -3.1548 -3.7382  0.076
H 1.2048 -3.9969 -4.7185  0.078
H 2.9313 -4.1712 -5.1338  0.076
O 1.4094 5.2931 1.7649  -0.281
S 2.2538 4.5076 2.6147  0.559
O 3.2615 3.6777 2.0319  -0.274
O 1.3441 3.6523 3.5877  -0.263
C 0.3047 2.8377 2.9831  -0.235
C 0.8313 1.5807 2.3269  -0.067
C 2.9901 5.5327 3.8393  -0.124
H -0.2589 3.4547 2.2850  0.092
H -0.3571 2.5928 3.8112  0.125
H 1.4541 1.8050 1.4630  0.077
H -0.0032 0.9725 1.9885  0.056
H 1.4319 1.0062 3.0338  0.086
H 2.2198 6.1485 4.2941  0.074
H 3.7242 6.1514 3.3281  0.076
H 3.4770 4.8992 4.5753  0.075